[1]
Molecular formula: C19H20F4IrN3
Method: DFT, ωB97M-V/def2-TZVPD

Last column: natural (NBO) charge in e.
Geometry (Å):
Ir -0.09219 -0.58946 -0.28235  0.97
C -2.45137 -0.54108 -2.35275  -0.62
C -3.08487 -0.63940 -0.96445  -0.24
N -2.25680 -0.02266 0.10746  -0.34
C -2.62292 -0.53975 1.45896  -0.24
C -1.86244 -1.80982 1.82514  -0.63
C -2.24517 1.44236 -0.00288  -0.25
C -1.10304 2.07457 0.76455  -0.28
N 0.12338 1.33070 0.57379  -0.34
C 1.29609 1.77442 1.05722  -0.01
C 2.45162 0.97487 0.83518  0.40
F 2.27509 -0.17570 0.15822  -0.29
C 3.69993 1.31530 1.29016  0.33
F 4.72230 0.51238 1.06592  -0.26
C 3.88366 2.49814 1.99613  -0.21
C 2.78935 3.31998 2.22553  0.35
F 2.94664 4.44620 2.88893  -0.25
C 1.52441 2.97664 1.78781  0.37
F 0.51901 3.79048 2.06268  -0.26
H -2.87775 -1.30055 -3.00516  0.26
H -1.36447 -0.71824 -2.30338  0.19
H -2.61488 0.42639 -2.82266  0.23
H -3.22484 -1.68978 -0.70965  0.22
H -4.06840 -0.15919 -0.98241  0.23
H -3.69641 -0.73963 1.49446  0.24
H -2.40166 0.22840 2.19882  0.22
H -2.09347 -2.62765 1.14263  0.22
H -2.11727 -2.12854 2.83555  0.26
H -0.77832 -1.62193 1.81939  0.20
H -3.19651 1.86114 0.34141  0.25
H -2.13516 1.69245 -1.05728  0.24
H -1.33750 2.14873 1.83222  0.25
H -0.99814 3.10456 0.41284  0.27
H 4.86608 2.77019 2.35851  0.29
N 0.44380 -2.46328 -0.79685  -0.58
C 0.51271 -3.61565 -0.70847  0.61
C 0.46754 -5.00280 -0.52999  -0.28
C 0.34026 -5.88600 -1.61376  -0.11
C 0.11910 -7.22460 -1.36641  -0.20
C 0.05205 -7.69861 -0.05922  -0.10
C 0.21398 -6.82765 1.01548  -0.22
C 0.42593 -5.48476 0.79390  -0.07
H 0.40757 -5.51239 -2.62597  0.24
H -0.02199 -7.90631 -2.19281  0.25
H -0.13495 -8.74732 0.12522  0.25
H 0.16566 -7.20228 2.02818  0.25
H 0.57532 -4.80728 1.62384  0.22

For the HOMO-LUMO gap (alpha / beta), the calculation gives 0.1992 / 0.2046 Ha. The calculated total energy comes out at -38187.216 eV. The molar mass comes out at 558.6 u. The charge is +2. The HOMO energy (alpha / beta) comes out at -15.028 / -15.139 eV. As for the LUMO energy (alpha / beta): -9.61 / -9.57 eV. The spin multiplicity is 1.

***

[2]
Molecular formula: C19H20FN5O3S2
Method: DFT, ωB97M-V/def2-TZVPD

Last column: natural (NBO) charge in e.
Geometry (Å):
O -1.09121 6.13850 1.74739  -0.57
C -0.62530 5.05939 1.47144  0.71
N -1.48874 3.97675 1.40836  -0.66
C -1.46894 2.81182 0.69074  0.23
N -0.93512 2.63656 -0.46623  -0.30
N -1.09439 1.42444 -0.96901  -0.30
C -1.77770 0.63380 -0.21649  -0.13
S -2.20078 -0.99212 -0.59038  0.30
C -1.62699 -1.11778 -2.32282  -0.62
H -2.45636 -1.55040 -2.88280  0.24
H -1.42067 -0.10057 -2.65132  0.29
C -0.36083 -1.95006 -2.49649  0.68
O 0.67924 -1.43302 -2.86029  -0.63
N -0.47561 -3.26378 -2.27341  -0.43
C -1.65827 -3.99261 -1.86198  -0.21
C -1.12879 -5.38789 -1.53487  -0.40
H -0.76407 -5.41015 -0.50821  0.21
C 0.04338 -5.53916 -2.50159  -0.41
H -0.32069 -5.77326 -3.50293  0.20
C 0.66372 -4.14833 -2.47306  -0.22
H 1.35856 -4.04100 -1.63512  0.21
H 1.18411 -3.87364 -3.39241  0.22
H 0.74578 -6.30985 -2.19441  0.22
H -1.88844 -6.15649 -1.65837  0.22
H -2.38285 -4.03371 -2.68597  0.19
H -2.13681 -3.52312 -0.99982  0.21
S -2.31291 1.37025 1.29039  0.36
H -2.40346 4.21807 1.78042  0.42
C 0.88110 4.86328 1.44565  -0.31
C 1.28218 4.63583 2.91288  -0.49
C 1.19306 3.12339 3.06302  0.69
O 1.07647 2.52394 4.10430  -0.60
N 1.27954 2.58748 1.80934  -0.45
C 1.23055 1.22417 1.49011  0.11
C 1.75023 0.76978 0.27865  -0.17
C 1.66330 -0.56552 -0.06781  -0.29
C 1.05224 -1.44229 0.80766  0.38
C 0.53872 -1.02181 2.01984  -0.28
C 0.62721 0.31392 2.35902  -0.21
H 0.23140 0.65240 3.30142  0.25
H 0.06617 -1.72996 2.68178  0.23
F 0.94811 -2.75160 0.47489  -0.34
H 2.03725 -0.91374 -1.01687  0.26
H 2.22304 1.45210 -0.40779  0.22
C 1.47024 3.61450 0.79549  -0.24
H 2.54112 3.77345 0.61323  0.20
H 0.98159 3.34617 -0.14066  0.26
H 2.31495 4.94430 3.08752  0.24
H 0.64748 5.14512 3.63585  0.25
H 1.30816 5.78245 1.04170  0.25

For the HOMO-LUMO gap, the calculation gives 0.3125 Ha. The energy above the lowest of the compared OMol25 structures with the same formula, charge and spin is 0.150 eV. The calculated total energy comes out at -58009.360 eV. The molar mass comes out at 449.5 u. The HOMO energy comes out at -8.310 eV. As for the LUMO energy: 0.19 eV. The spin multiplicity is 1. The SMILES is O=C(Nc1nnc(SCC(=O)N2CCCC2)s1)[C@H]1CC(=O)N(c2ccc(F)cc2)C1.

***

[3]
Molecular formula: C19H20N2O2
Method: DFT, ωB97M-V/def2-TZVPD

Last column: natural (NBO) charge in e.
Geometry (Å):
C -1.57643 -2.37161 -0.65422  -0.42
N -1.31204 -1.65398 0.56834  -0.42
C -0.09575 -1.27456 1.01291  0.68
O 0.02061 -0.46456 1.93261  -0.67
C 1.10426 -1.85911 0.35317  -0.21
C 1.20829 -3.22808 0.13046  -0.17
C 2.32880 -3.76438 -0.47522  -0.25
C 3.35672 -2.92605 -0.87686  -0.18
C 3.29319 -1.56914 -0.62822  -0.25
C 2.18672 -1.02295 0.01893  0.28
N 2.11282 0.32007 0.36704  -0.64
C 2.88083 1.36282 -0.06709  0.69
O 3.75333 1.27142 -0.90605  -0.63
C 2.51977 2.65343 0.58813  -0.34
C 3.62667 3.65978 0.78163  -0.39
C 2.59226 3.90060 -0.25852  -0.39
H 1.84745 4.66441 -0.09462  0.22
H 2.87890 3.76483 -1.29016  0.23
H 3.61666 4.25275 1.68315  0.22
H 4.60881 3.36041 0.44924  0.23
H 1.74734 2.59822 1.34412  0.22
H 1.39886 0.50408 1.06867  0.44
H 4.10086 -0.91815 -0.91776  0.25
H 4.22638 -3.33551 -1.36845  0.22
H 2.39728 -4.82946 -0.63629  0.22
H 0.41017 -3.87893 0.45578  0.21
C -2.49642 -1.14977 1.24763  -0.26
C -3.16721 -0.05551 0.45838  0.05
C -4.45541 -0.20866 -0.03467  -0.25
C -5.04684 0.80043 -0.77590  -0.21
C -4.35107 1.96747 -1.03843  -0.22
C -3.06345 2.12604 -0.55236  -0.19
C -2.47578 1.12095 0.19288  -0.24
H -1.47575 1.24362 0.58098  0.22
H -2.51781 3.03611 -0.75352  0.21
H -4.81122 2.75280 -1.61951  0.21
H -6.05133 0.67238 -1.15181  0.21
H -5.00211 -1.11953 0.16663  0.21
H -2.16513 -0.76219 2.21500  0.25
H -3.18540 -1.98497 1.40809  0.20
H -0.67968 -2.43864 -1.26465  0.23
H -1.94325 -3.38003 -0.44178  0.19
H -2.34489 -1.83683 -1.21770  0.21

For the HOMO-LUMO gap, the calculation gives 0.3398 Ha. The energy above the lowest of the compared OMol25 structures with the same formula, charge and spin is 1.075 eV. The calculated total energy comes out at -27103.375 eV. The molar mass comes out at 308.4 u. The HOMO energy comes out at -8.534 eV. As for the LUMO energy: 0.71 eV. The spin multiplicity is 1. The SMILES is CN(Cc1ccccc1)C(=O)c1ccccc1NC(=O)C1CC1.

***

[4]
Molecular formula: C19H20N2O2
Method: DFT, ωB97M-V/def2-TZVPD

Last column: natural (NBO) charge in e.
Geometry (Å):
C 4.61965 -2.17591 -1.94079  -0.21
C 3.25801 -2.39493 -1.70656  -0.19
C 2.45746 -1.32284 -1.28041  -0.10
C 3.01170 -0.05172 -1.13331  -0.05
C 4.34609 0.18682 -1.42679  -0.20
C 5.15816 -0.88310 -1.80080  -0.21
C 1.98073 0.92101 -0.70780  0.50
O 2.13202 2.14046 -0.54337  -0.67
C 0.75525 0.16252 -0.52652  -0.48
C -0.54167 0.86596 -0.25651  -0.05
C -1.76713 0.03512 -0.62706  -0.08
C -2.07815 -1.20271 -0.06374  -0.10
C -3.26665 -1.86102 -0.39594  -0.24
C -4.19179 -1.26318 -1.25244  -0.21
C -3.88685 -0.02145 -1.80451  -0.23
C -2.67329 0.59974 -1.52762  -0.20
C 1.00310 -1.24142 -0.91583  0.53
O 0.25238 -2.22236 -0.91508  -0.62
H 5.28019 -2.98997 -2.24014  0.21
H 2.82816 -3.38541 -1.83943  0.23
H 4.70944 1.20709 -1.34390  0.22
H 6.21481 -0.70556 -1.98551  0.21
H -0.55443 1.80003 -0.81871  0.23
H -1.37537 -1.68273 0.60811  0.24
H -3.45898 -2.86234 -0.01635  0.21
H -5.12204 -1.77273 -1.52250  0.22
H -4.56966 0.45420 -2.50166  0.21
H -2.39993 1.53211 -2.02078  0.21
C 0.22494 2.30281 1.71488  -0.42
N -0.72232 1.26352 1.19244  -0.08
C -2.12151 1.73818 1.49757  -0.41
N -0.47451 0.01472 1.87376  -0.46
C -0.84515 -0.03588 3.27642  -0.44
H -0.32078 2.88887 2.47174  0.20
H 1.08036 1.80642 2.18889  0.23
H 0.54916 2.94779 0.89711  0.28
H -2.05203 2.36407 2.38541  0.21
H -2.44863 2.35331 0.66056  0.24
H -2.77817 0.88353 1.66893  0.25
H 0.54054 -0.14901 1.76914  0.40
H -0.79250 -1.09167 3.55791  0.23
H -0.10646 0.51033 3.87372  0.18
H -1.85416 0.33734 3.47750  0.21

For the HOMO-LUMO gap, the calculation gives 0.2811 Ha. The energy above the lowest of the compared OMol25 structures with the same formula, charge and spin is 4.280 eV. The calculated total energy comes out at -27100.170 eV. The molar mass comes out at 308.4 u. The HOMO energy comes out at -7.358 eV. As for the LUMO energy: 0.29 eV. The spin multiplicity is 1. The SMILES is CN[N+](C)(C)[C@@H](C1=C([O-])c2ccccc2C1=O)c1ccccc1.

***

[5]
Molecular formula: C19H20N2O2
Method: DFT, ωB97M-V/def2-TZVPD

Last column: natural (NBO) charge in e.
Geometry (Å):
C 2.63344 3.41641 4.77164  -0.25
H 2.22905 4.10142 5.51503  0.20
O 1.71066 3.42339 3.70944  -0.49
C 1.95283 2.63605 2.62551  0.28
C 0.99700 2.67162 1.62118  -0.20
C 1.14052 1.90386 0.46696  -0.13
C 2.27615 1.08306 0.32489  0.23
C 3.23390 1.05367 1.33504  -0.23
C 3.07770 1.81817 2.47200  -0.27
H 3.83557 1.77275 3.23739  0.22
H 4.10522 0.42445 1.22632  0.21
N 2.40559 0.33048 -0.81292  -0.58
C 1.50971 0.28250 -1.85286  0.63
O 1.72712 -0.44394 -2.81111  -0.65
C 0.33805 1.14441 -1.69905  -0.11
C 0.17961 1.89887 -0.59088  -0.12
H -0.69250 2.52857 -0.48143  0.21
C -0.68948 1.05912 -2.80039  -0.24
N -1.13051 -0.30461 -3.01277  -0.62
C -1.67010 -1.03503 -1.96021  0.23
C -2.42000 -0.42959 -0.95465  -0.29
C -3.00254 -1.17780 0.05126  -0.19
C -2.85649 -2.55424 0.08927  -0.06
C -2.11040 -3.15740 -0.91711  -0.19
C -1.51643 -2.43289 -1.93374  -0.06
C -0.70687 -3.13158 -2.98804  -0.65
H -1.16123 -3.00651 -3.97124  0.22
H -0.64463 -4.19561 -2.77316  0.22
H 0.30771 -2.73146 -3.02787  0.23
H -1.98464 -4.23195 -0.89980  0.20
C -3.48506 -3.38351 1.16986  -0.62
H -3.90180 -2.75120 1.95023  0.21
H -4.28782 -3.99671 0.75944  0.21
H -2.75123 -4.05273 1.61735  0.21
H -3.57695 -0.67595 0.81752  0.20
H -2.55970 0.63976 -0.95540  0.20
H -0.42428 -0.82857 -3.51361  0.40
H -1.54426 1.70033 -2.57175  0.20
H -0.24541 1.40068 -3.74023  0.22
H 3.22066 -0.26434 -0.90776  0.41
H 0.13297 3.30412 1.74785  0.22
H 2.73019 2.42004 5.21491  0.18
H 3.61869 3.77188 4.45287  0.17

For the HOMO-LUMO gap, the calculation gives 0.2787 Ha. The energy above the lowest of the compared OMol25 structures with the same formula, charge and spin is 0.705 eV. The calculated total energy comes out at -27103.745 eV. The molar mass comes out at 308.4 u. The HOMO energy comes out at -7.385 eV. As for the LUMO energy: 0.20 eV. The spin multiplicity is 1. The SMILES is COc1ccc2[nH]c(=O)c(CNc3ccc(C)cc3C)cc2c1.

***

[6]
Molecular formula: C19H20N2O4S
Method: DFT, ωB97M-V/def2-TZVPD

Last column: natural (NBO) charge in e.
Geometry (Å):
C -2.09737 1.77705 1.35944  -0.63
H -2.94330 2.18462 0.81238  0.22
H -2.47639 1.16317 2.17208  0.24
H -1.51240 2.59671 1.76838  0.21
C -1.23950 0.94300 0.41773  -0.23
N 0.03521 0.58953 1.01171  -0.67
S 1.16068 0.18529 -0.16446  2.32
O 2.31994 -0.34525 0.49679  -0.95
O 0.57823 -0.60437 -1.21798  -0.95
C 1.54856 1.80617 -0.80553  -0.38
C 1.37925 2.09107 -2.14403  -0.16
C 1.69031 3.35010 -2.63110  -0.28
C 2.17484 4.32595 -1.76217  0.32
C 2.34165 4.02071 -0.40535  -0.26
C 2.03114 2.76554 0.06867  -0.15
H 2.15649 2.50838 1.10765  0.24
H 2.71920 4.79163 0.24710  0.23
O 2.51029 5.58677 -2.12426  -0.48
C 2.38385 5.96482 -3.47623  -0.25
H 2.71504 7.00086 -3.52234  0.20
H 3.01819 5.35296 -4.12453  0.18
H 1.34534 5.90174 -3.81507  0.18
H 1.55360 3.55646 -3.68040  0.22
H 1.00303 1.31726 -2.79484  0.24
C 0.01052 -0.29925 2.16251  -0.27
C -0.60536 -1.63716 1.85182  -0.15
C 0.06027 -2.58331 1.15243  -0.09
C -0.55128 -3.82296 0.79582  -0.16
C 0.10668 -4.81463 0.05923  -0.14
C -0.53543 -5.98810 -0.26034  -0.24
C -1.85116 -6.20022 0.14900  -0.17
C -2.52284 -5.24041 0.87278  -0.27
C -1.88139 -4.04462 1.20199  0.27
N -2.51871 -3.06935 1.91950  -0.58
C -1.98264 -1.85393 2.28378  0.63
O -2.65455 -1.06120 2.92519  -0.64
H -3.47545 -3.23222 2.21263  0.41
H -3.54331 -5.40173 1.18936  0.21
H -2.34874 -7.12421 -0.10472  0.22
H -0.02454 -6.74930 -0.82981  0.22
H 1.12306 -4.63448 -0.25564  0.22
H 1.07803 -2.40125 0.83930  0.24
H -0.55179 0.18755 2.96194  0.24
H 1.05325 -0.42325 2.45952  0.24
H -0.99417 1.51868 -0.47906  0.21
H -1.78633 0.04519 0.09915  0.19

For the HOMO-LUMO gap, the calculation gives 0.3190 Ha. The energy above the lowest of the compared OMol25 structures with the same formula, charge and spin is 1.162 eV. The calculated total energy comes out at -42033.275 eV. The molar mass comes out at 372.4 u. The HOMO energy comes out at -8.405 eV. As for the LUMO energy: 0.28 eV. The spin multiplicity is 1. The SMILES is CCN(Cc1cc2ccccc2[nH]c1=O)S(=O)(=O)c1ccc(OC)cc1.